{"formula": "C4H7NO2", "method": "wB97M-V/def2-TZVPD", "species": ["H", "N", "H", "C", "C", "H", "O", "C", "H", "O", "C", "H", "H", "H"], "xyz": [[3.45846, -0.86476, -0.77906], [1.46300, -0.19842, -0.57374], [-0.71093, -0.08081, 2.57461], [-1.16340, 0.32656, -0.32185], [-0.48417, -0.25419, 0.60477], [-2.92691, -0.79699, -0.66254], [0.88306, -0.41265, 0.65026], [2.88785, -0.10695, -0.41651], [3.20176, 0.77569, -1.01204], [-1.14650, -0.45060, 1.81447], [-2.58267, 0.31716, -0.80620], [3.04433, 0.00831, 0.70628], [-2.70004, 0.89142, -1.72655], [-3.22383, 0.84622, -0.05190]], "atomic_forces_ev_per_a": [[1.20, -2.82, -1.08], [-0.74, -0.46, -0.84], [0.69, 0.36, 0.30], [-1.30, 0.09, -2.48], [-0.13, 1.09, 1.94], [0.28, 2.13, -1.34], [0.56, -0.22, 0.39], [-1.55, 3.20, 2.93], [-0.13, -0.16, 0.63], [0.27, -1.25, -0.86], [-0.03, -1.10, 2.51], [0.53, 0.13, -1.43], [-0.16, -0.83, -0.22], [0.51, -0.16, -0.45]], "lowdin_charge": [0.03, 0.01, 0.10, 0.03, -0.43, 0.12, -0.06, -0.10, 0.09, 0.06, -0.10, 0.11, 0.06, 0.08], "homo_ev": [-8.28, -8.25], "lumo_energy_ev": [0.268, 0.167]}


{"formula": "C4H7NO2", "method": "wB97M-V/def2-TZVPD", "species": ["H", "H", "C", "C", "C", "H", "N", "H", "H", "C", "H", "H", "O", "O"], "xyz": [[-0.49614, 2.25038, 0.48865], [1.34888, -1.33882, -0.46612], [1.38391, -0.23631, -0.38596], [-1.08340, -0.37167, -0.03916], [0.09435, 0.20649, 0.23944], [-0.45916, 1.42997, 2.06704], [-1.28011, -1.55399, -0.87319], [1.65155, 0.23131, -1.38481], [-1.92468, 0.04483, 0.36456], [0.08137, 1.47754, 1.07965], [1.12183, 1.78923, 1.18019], [2.32171, 0.11405, 0.13813], [-0.33684, -2.00533, -1.44694], [-2.42328, -2.03770, -0.96150]], "atomic_forces_ev_per_a": [[0.82, -0.60, 0.59], [0.58, 0.86, -0.18], [1.89, 0.23, -0.07], [1.96, -0.62, -0.39], [-0.12, 0.14, -0.76], [0.78, -0.32, -0.95], [-2.21, 0.20, 0.51], [-1.17, -0.71, 0.69], [-2.36, 0.44, 0.79], [-0.94, 0.44, -0.44], [-0.30, 0.28, 0.35], [-1.22, -0.53, 0.31], [1.15, -0.81, -0.96], [1.16, 0.99, 0.50]], "lowdin_charge": [0.10, 0.08, -0.06, 0.01, -0.27, 0.10, -0.38, 0.12, 0.10, -0.05, 0.07, 0.09, 0.06, 0.05], "smiles": "CC(C)=C[N+](=O)[O-]", "homo_ev": -10.30, "lumo_energy_ev": -0.187}


{"formula": "C4H7NO2", "method": "wB97M-V/def2-TZVPD", "species": ["H", "H", "H", "C", "C", "H", "H", "H", "O", "N", "C", "C", "H", "O"], "xyz": [[0.23515, -2.32390, 0.76024], [-0.64738, 0.53355, 1.90221], [-0.39046, 2.29412, 1.89855], [-0.55060, 1.42741, 1.25859], [0.57531, 0.38020, -0.50553], [-1.51781, 1.51270, 0.72658], [1.40662, -0.49124, -2.09729], [1.84098, 1.15825, -1.99616], [-0.38006, -1.74040, -1.18980], [1.53735, 0.32972, -1.50423], [-0.37139, -0.57214, -0.43544], [-0.60138, -1.82325, 0.25027], [-1.60759, -2.09115, 0.57242], [0.55446, 1.41281, 0.38165]], "atomic_forces_ev_per_a": [[-0.45, 0.29, -0.06], [0.40, 0.26, -0.32], [-0.08, -0.04, -0.06], [-0.75, 0.00, 0.64], [-0.28, 0.08, -0.18], [0.55, 0.05, -0.05], [0.13, 0.47, 0.33], [-0.26, 0.04, 0.18], [0.07, -0.58, 0.06], [-0.43, 0.15, 0.39], [0.20, -0.15, 0.16], [-0.16, -0.06, -0.06], [0.19, -0.11, -0.18], [0.86, -0.40, -0.85]], "lowdin_charge": [0.12, 0.09, 0.09, -0.09, -0.36, 0.10, 0.10, 0.10, -0.04, 0.16, -0.26, -0.07, 0.11, -0.06], "smiles": "CO/C(N)=C1\\CO1", "homo_ev": -7.63, "lumo_energy_ev": 0.974}


{"formula": "C4H7NO2", "method": "wB97M-V/def2-TZVPD", "species": ["H", "H", "O", "C", "H", "N", "C", "C", "H", "H", "C", "H", "H", "O"], "xyz": [[-2.33480, -1.61156, -0.16371], [1.47232, 0.29050, -1.54430], [1.61245, 1.69601, 1.93878], [0.46739, 0.29041, 0.71460], [1.84576, 1.76215, 2.87123], [0.86219, 0.49971, 1.90084], [-0.30892, -0.94236, 0.51107], [-1.60991, -0.79442, -0.14073], [0.07473, -0.07055, -2.63740], [-0.07693, -1.92035, 0.93372], [0.39207, 0.31793, -1.67542], [-2.00788, 0.20714, -0.27114], [0.01808, 1.31451, -1.47151], [-0.40654, -1.03913, -0.96603]], "atomic_forces_ev_per_a": [[0.37, 0.21, -0.17], [-0.43, -0.29, 0.19], [0.24, 0.30, 0.30], [-0.10, -0.31, 1.17], [0.02, 0.02, -0.06], [-0.19, -0.15, -0.41], [0.00, 0.12, 0.48], [0.05, 0.22, -0.07], [0.04, 0.07, -0.24], [0.12, 0.24, -0.06], [-0.22, -0.12, -0.65], [0.10, -0.05, 0.06], [-0.15, -0.36, 0.12], [0.15, 0.10, -0.66]], "lowdin_charge": [0.12, 0.07, -0.12, -0.17, 0.06, -0.07, -0.24, -0.02, 0.07, 0.15, 0.07, 0.13, 0.06, -0.13], "homo_ev": [-7.26, -7.26], "lumo_energy_ev": [0.637, 0.637]}


{"formula": "C4H7NO2", "method": "wB97M-V/def2-TZVPD", "species": ["H", "N", "C", "O", "C", "H", "H", "O", "H", "H", "C", "C", "H", "H"], "xyz": [[0.44905, -1.66492, 2.17909], [0.17966, -1.21660, 1.31813], [-0.24155, 0.94651, -0.74094], [-1.70201, -0.31628, 2.25019], [1.20864, 0.78390, -0.76211], [1.73872, 1.01076, 0.16142], [0.74370, -1.27546, 0.46828], [0.98646, -0.50358, -1.17352], [-2.21068, 0.72706, 0.06131], [1.60184, 1.37600, -1.59706], [-0.95053, -0.47829, 1.30460], [-1.28717, 0.14972, -0.05072], [-0.64792, 1.78172, -1.33485], [-1.50624, -0.66092, -0.75903]], "atomic_forces_ev_per_a": [[-0.05, 0.06, -0.07], [-0.06, 0.03, 0.19], [0.12, -0.47, -0.22], [0.25, -0.07, -0.15], [0.28, 0.93, 0.41], [0.37, -0.41, 0.24], [-0.19, -0.05, 0.16], [-1.14, 0.63, -0.58], [0.26, 0.01, 0.03], [0.23, 0.34, 0.28], [-0.02, -0.06, 0.04], [0.06, -0.04, 0.20], [0.11, -0.97, -0.70], [-0.22, 0.07, 0.18]], "lowdin_charge": [0.12, 0.18, 0.06, 0.04, -0.36, 0.12, 0.08, -0.13, 0.13, 0.12, -0.54, -0.09, 0.14, 0.14], "homo_ev": [-9.56, -9.56], "lumo_energy_ev": [-0.856, -0.857]}


{"formula": "C4H7NO2", "method": "wB97M-V/def2-TZVPD", "species": ["C", "O", "C", "H", "H", "C", "H", "H", "H", "N", "H", "H", "O", "C"], "xyz": [[0.70971, 1.17347, 0.16167], [0.68720, -0.35019, -2.34599], [-0.17403, 0.02113, -0.18532], [-1.21525, -0.82099, -1.87749], [2.14568, 0.77121, -1.14570], [-0.23436, -0.42539, -1.55359], [-1.76191, 0.30070, 1.29724], [-1.83863, -1.24853, 0.44394], [0.71791, 1.21481, 1.24978], [1.81542, 0.40541, -0.22932], [0.50197, 2.12442, -0.32347], [0.23888, -1.60539, 1.62556], [-0.45404, -1.04639, 1.99591], [-1.13855, -0.51425, 0.88678]], "atomic_forces_ev_per_a": [[-0.19, 0.20, 0.40], [-0.52, -0.08, -0.50], [-0.33, 0.04, 0.03], [0.00, -0.08, 0.05], [-0.44, -0.84, 0.43], [0.07, 0.12, -0.23], [0.34, -0.10, -0.30], [0.35, 0.17, 0.02], [-0.30, 0.40, 0.20], [0.57, 0.17, 0.18], [0.05, 0.12, 0.00], [0.11, -0.11, 0.27], [0.26, -0.21, -0.04], [0.05, 0.19, -0.49]], "lowdin_charge": [-0.28, 0.02, -0.15, 0.13, 0.07, -0.26, 0.13, 0.12, 0.12, 0.14, 0.12, 0.10, -0.05, -0.23], "homo_ev": [-9.27, -9.14], "lumo_energy_ev": [-1.105, -0.417]}


{"formula": "C4H7NO2", "method": "wB97M-V/def2-TZVPD", "species": ["H", "H", "C", "O", "C", "H", "H", "C", "O", "H", "C", "N", "H", "H"], "xyz": [[1.97072, 0.78834, 0.94716], [-0.61925, -1.84337, 0.77833], [0.34611, -0.09946, -0.26256], [1.39227, -1.98134, 0.81447], [-0.93747, 0.62036, 0.10213], [1.60832, 1.64254, -0.56693], [2.43845, 0.07535, -0.59614], [0.36898, -1.42542, 0.50206], [-0.99323, 1.64075, 0.73913], [-2.52951, 0.43356, -1.10809], [1.66074, 0.65783, -0.09672], [-2.11176, -0.09773, -0.34251], [-2.79540, -0.03987, 0.41016], [0.20102, -0.37155, -1.32049]], "atomic_forces_ev_per_a": [[-0.30, -0.09, -0.21], [0.13, -0.03, -0.13], [0.04, 0.06, 0.00], [-0.48, 0.28, -0.17], [0.01, 0.35, 0.25], [-0.05, -0.11, 0.06], [-0.01, 0.13, 0.11], [0.34, -0.22, 0.14], [0.15, -0.39, -0.11], [0.14, -0.24, -0.04], [0.04, 0.04, -0.11], [-0.06, 0.21, 0.15], [-0.01, 0.12, -0.06], [0.06, -0.11, 0.12]], "lowdin_charge": [0.09, 0.12, -0.27, 0.07, -0.47, 0.08, 0.08, -0.21, 0.12, 0.10, -0.05, 0.09, 0.09, 0.16], "smiles": "C[C@@H](C=O)C(N)=O", "homo_ev": -10.07, "lumo_energy_ev": 0.616}


{"formula": "C4H7NO2", "method": "wB97M-V/def2-TZVPD", "species": ["C", "C", "O", "H", "H", "H", "C", "N", "H", "H", "C", "H", "O", "H"], "xyz": [[0.69051, -0.49091, -0.32467], [-1.68844, -0.86468, -0.31981], [-1.74604, 1.70373, 1.09749], [-1.34403, -1.90051, -0.38096], [2.75193, -0.37416, -0.42829], [2.00821, 1.23629, -0.52895], [1.96692, 0.26557, -0.02453], [-0.55795, -0.01507, 0.09655], [2.14058, 0.41652, 1.04479], [-2.01828, -0.58976, -1.32744], [-0.70143, 1.21264, 0.74277], [-2.51236, -0.79243, 0.38654], [0.74602, -1.53207, -0.94481], [0.26436, 1.72485, 0.91131]], "atomic_forces_ev_per_a": [[0.13, -0.23, -0.16], [-0.15, 0.05, 0.04], [0.27, -0.46, -0.28], [-0.03, 0.34, 0.18], [0.00, 0.19, 0.10], [-0.10, -0.12, 0.09], [0.07, -0.02, 0.00], [0.10, -0.05, -0.07], [-0.12, 0.00, -0.13], [-0.04, 0.09, 0.24], [-0.14, -0.08, -0.01], [0.10, 0.26, -0.02], [0.11, 0.25, 0.09], [-0.21, -0.21, -0.06]], "lowdin_charge": [-0.47, -0.01, 0.06, 0.09, 0.09, 0.09, -0.01, -0.04, 0.09, 0.10, -0.28, 0.09, 0.07, 0.13], "smiles": "CC(=O)N(C)C=O", "homo_ev": -10.35, "lumo_energy_ev": 0.723}


{"formula": "C4H7NO2", "method": "wB97M-V/def2-TZVPD", "species": ["C", "C", "H", "H", "H", "H", "C", "H", "O", "H", "C", "H", "N", "O"], "xyz": [[-0.79916, -1.10835, -0.77128], [-0.03230, 0.30600, -0.66021], [-1.51002, 0.99126, 0.84790], [-0.31262, 2.20559, 0.33469], [-1.86621, -1.18971, -0.56415], [2.25837, 0.44382, 1.06329], [0.65834, -0.53881, 0.48451], [-0.48325, -1.66831, -1.64898], [0.75782, 0.66403, -1.60131], [-1.63826, 1.76657, -0.74541], [-0.93602, 1.37316, -0.00562], [2.19059, -1.19142, 1.67071], [1.74943, -0.41974, 1.19238], [-0.03669, -1.63409, 0.40350]], "atomic_forces_ev_per_a": [[-0.23, -0.09, -0.30], [-0.36, -0.20, 0.61], [0.05, -0.01, -0.07], [-0.04, -0.10, -0.06], [0.06, 0.04, -0.04], [0.04, -0.10, 0.07], [0.31, -0.07, 0.01], [-0.06, 0.08, 0.05], [0.20, 0.10, -0.20], [0.11, -0.10, -0.02], [-0.04, 0.11, 0.00], [-0.05, -0.01, -0.03], [-0.14, 0.13, -0.16], [0.16, 0.21, 0.13]], "lowdin_charge": [0.01, -0.67, 0.08, 0.08, 0.12, 0.14, -0.28, 0.12, -0.13, 0.08, -0.02, 0.14, 0.25, 0.08], "homo_ev": -7.82, "lumo_energy_ev": 0.508}


{"formula": "C4H7NO2", "method": "wB97M-V/def2-TZVPD", "species": ["H", "H", "H", "O", "C", "H", "C", "H", "C", "O", "H", "N", "C", "H"], "xyz": [[0.49682, 0.33823, 1.91760], [2.09720, 0.36591, 1.13361], [1.24959, -1.15685, 1.33369], [1.90329, -1.30904, -1.07925], [-0.78189, 0.94424, -0.29084], [-2.05700, -0.81429, -0.11161], [-2.07918, 0.27697, -0.15963], [-0.69597, 1.88631, -0.83442], [0.44311, 0.07743, -0.20563], [-1.50441, 0.99426, 0.92668], [2.03177, -1.71496, -1.94495], [0.79144, -0.50479, -1.28503], [1.10861, -0.09621, 1.12816], [-3.00339, 0.71279, -0.52837]], "atomic_forces_ev_per_a": [[0.08, 0.00, -0.12], [0.00, -0.01, -0.05], [0.05, -0.02, -0.01], [0.28, -0.23, -0.22], [0.11, 0.02, -0.20], [-0.09, 0.25, 0.24], [-0.21, -0.13, -0.14], [-0.04, -0.16, 0.13], [0.04, -0.07, -0.23], [-0.11, -0.05, 0.19], [0.04, 0.05, 0.13], [-0.33, 0.39, 0.46], [-0.02, -0.04, 0.00], [0.19, 0.00, -0.19]], "lowdin_charge": [0.08, 0.09, 0.08, -0.06, -0.25, 0.12, -0.10, 0.15, -0.30, -0.05, 0.09, 0.04, -0.01, 0.11], "smiles": "C/C(=N\\O)[C@H]1CO1", "homo_ev": -9.65, "lumo_energy_ev": 0.990}